{"formula": "C23H27N3O4", "method": "ωB97M-V/def2-TZVPD", "symbols": ["C", "N", "C", "O", "C", "C", "C", "C", "C", "C", "H", "H", "N", "C", "O", "C", "N", "C", "C", "C", "C", "C", "C", "C", "C", "C", "H", "H", "H", "O", "C", "C", "H", "H", "C", "H", "O", "H", "H", "H", "H", "H", "H", "H", "H", "H", "H", "H", "H", "H", "C", "H", "H", "H", "H", "H", "H"], "coordinates": [[2.73033, 5.37455, -0.93234], [2.35110, 5.93178, 0.34015], [1.90507, 5.22300, 1.40603], [1.46976, 5.76328, 2.40846], [1.98635, 3.73326, 1.31265], [0.83830, 2.97893, 1.53061], [0.89636, 1.60067, 1.52580], [2.11219, 0.94750, 1.32479], [3.26932, 1.69901, 1.13521], [3.20036, 3.07869, 1.12950], [4.10516, 3.65355, 0.99811], [4.21114, 1.19604, 0.99288], [2.11475, -0.44492, 1.33801], [3.10609, -1.31139, 1.01075], [4.22892, -1.01720, 0.66751], [2.64679, -2.76505, 1.15789], [1.21031, -2.88186, 1.01446], [0.63180, -4.06623, 1.62300], [-0.87100, -3.84555, 1.77454], [-1.48559, -3.39890, 0.47834], [-2.85341, -3.48424, 0.28252], [-3.46241, -3.06836, -0.89748], [-2.65517, -2.53414, -1.91083], [-1.28657, -2.44338, -1.70492], [-0.68775, -2.87054, -0.53042], [0.80628, -2.79238, -0.37837], [1.17319, -1.84811, -0.79182], [1.26372, -3.60771, -0.97325], [-0.68576, -2.03976, -2.50629], [-3.12819, -2.16870, -3.16111], [-4.01821, -1.07548, -3.20877], [-5.22934, -1.23618, -2.27622], [-6.09191, -0.73666, -2.71588], [-5.02773, -0.77544, -1.30647], [-5.53336, -2.71551, -2.04320], [-5.32096, -3.29760, -2.94888], [-4.81511, -3.23678, -0.94127], [-6.58091, -2.85835, -1.76794], [-3.48488, -0.14115, -2.97892], [-4.34217, -1.04395, -4.25232], [-3.48950, -3.89686, 1.05052], [-1.35124, -4.76109, 2.12343], [-1.04219, -3.07230, 2.52943], [1.08297, -4.21801, 2.60628], [0.81838, -4.96766, 1.01570], [2.93383, -3.08246, 2.16523], [3.21299, -3.38049, 0.44097], [1.22999, -0.90165, 1.54684], [-0.00068, 1.01842, 1.68402], [-0.09961, 3.48509, 1.70233], [2.37760, 7.37371, 0.41274], [2.07592, 7.66674, 1.41634], [3.38585, 7.74152, 0.20975], [1.68757, 7.80953, -0.31432], [2.49093, 4.31521, -0.97479], [2.18798, 5.89021, -1.72991], [3.80237, 5.50533, -1.10907]], "nbo_charge": [-0.408, -0.428, 0.671, -0.625, -0.162, -0.152, -0.248, 0.152, -0.196, -0.194, 0.216, 0.247, -0.619, 0.675, -0.606, -0.307, -0.461, -0.210, -0.410, -0.040, -0.231, 0.260, 0.203, -0.234, 0.021, -0.259, 0.213, 0.180, 0.220, -0.517, -0.055, -0.475, 0.225, 0.218, -0.064, 0.184, -0.491, 0.197, 0.174, 0.190, 0.221, 0.218, 0.214, 0.205, 0.170, 0.226, 0.203, 0.428, 0.211, 0.225, -0.418, 0.250, 0.191, 0.190, 0.228, 0.194, 0.190], "smiles": "CN(C)C(=O)c1ccc(NC(=O)CN2CCc3cc4c(cc3C2)OCCCO4)cc1", "e_above_lowest_ev": 1.4738, "homo_lumo_gap_ev": 8.94, "largest_force_ha_per_bohr": 0.0119, "total_energy_ev": -36949.9826, "spin_multiplicity": 1, "charge": 0, "e_lumo_ev": 0.604}

{"formula": "C6H12O", "method": "ωB97M-V/def2-TZVPD", "symbols": ["C", "C", "C", "C", "C", "C", "O", "H", "H", "H", "H", "H", "H", "H", "H", "H", "H", "H", "H"], "coordinates": [[-0.80662, 1.94033, 0.03768], [-0.11212, 0.77015, -0.61856], [0.42597, -0.30391, 0.32281], [1.80986, -0.27535, 1.01563], [-0.73680, -1.04298, 0.93266], [-0.23541, -1.43748, -0.43673], [-1.22490, -1.19152, -1.80846], [-0.20332, 2.48310, 0.77607], [-1.72014, 1.61090, 0.55230], [-1.11657, 2.63897, -0.74072], [0.72441, 1.03879, -1.27534], [-0.87563, 0.12148, -1.40008], [2.62125, -0.14758, 0.29117], [1.89180, 0.55953, 1.73407], [2.02075, -1.19232, 1.59025], [-1.67796, -0.51072, 1.06918], [-0.54461, -1.77516, 1.72454], [0.16145, -2.39293, -0.69028], [-0.72247, -1.24914, -2.65446]], "nbo_charge": [-0.608, -0.495, -0.081, -0.606, -0.449, 0.120, -0.775, 0.191, 0.194, 0.209, 0.196, 0.319, 0.214, 0.221, 0.212, 0.232, 0.225, 0.203, 0.477], "smiles": "CC[C@@]1(C)C[C@H]1O", "e_above_lowest_ev": 4.0782, "homo_lumo_gap_ev": 9.64, "largest_force_ha_per_bohr": 0.0823, "total_energy_ev": -8460.2758, "spin_multiplicity": 1, "charge": 0, "e_lumo_ev": 0.886}

{"formula": "C55H78GeN8O2P3STi", "method": "ωB97M-V/def2-TZVPD", "symbols": ["Ti", "C", "C", "C", "P", "C", "N", "Ge", "N", "C", "P", "C", "C", "C", "C", "C", "C", "C", "C", "C", "C", "C", "C", "N", "C", "C", "C", "C", "C", "C", "C", "C", "C", "C", "C", "C", "N", "C", "P", "C", "C", "C", "C", "C", "C", "C", "C", "C", "H", "H", "H", "H", "H", "H", "H", "H", "H", "H", "H", "H", "H", "H", "H", "H", "H", "H", "H", "H", "H", "H", "H", "H", "H", "H", "H", "H", "H", "H", "H", "H", "H", "H", "H", "H", "H", "H", "H", "H", "H", "H", "H", "H", "H", "H", "H", "H", "H", "H", "H", "H", "H", "H", "H", "H", "H", "H", "H", "H", "C", "C", "O", "C", "C", "C", "N", "N", "C", "O", "C", "C", "C", "C", "C", "C", "H", "H", "H", "H", "H", "H", "H", "H", "H", "H", "H", "H", "C", "N", "C", "C", "N", "C", "S", "H", "H", "H", "H", "H", "H"], "coordinates": [[1.57452, 0.46580, 0.25374], [0.12054, 5.10798, -1.10212], [0.00272, 4.98763, 0.42362], [1.26523, 5.53686, 1.09190], [-0.35043, 3.20168, 0.85756], [-2.23365, 3.32974, 0.59466], [-2.88547, 2.06247, 0.78549], [-1.78814, 0.00693, -0.33027], [-3.09589, 0.02019, -1.81383], [-2.59140, 0.19372, -3.16384], [-0.87192, -0.44306, -3.09369], [-0.99910, -2.15607, -3.82395], [-0.82703, -2.30441, -5.33260], [-2.29498, -2.82768, -3.34694], [-0.01521, 0.69802, -4.28399], [-0.68586, 0.96425, -5.63547], [0.16882, 2.03136, -3.53569], [-4.37996, 0.44991, -1.57167], [-5.23447, 1.03914, -2.51730], [-6.49810, 1.48764, -2.14409], [-6.94076, 1.37180, -0.83563], [-6.10613, 0.77232, 0.10558], [-4.86306, 0.30203, -0.27050], [-3.93300, -0.36903, 0.66874], [-3.97772, 0.32609, 1.92886], [-4.43661, -0.21647, 3.10505], [-4.64412, 0.61331, 4.21013], [-4.47128, 1.99947, 4.10272], [-3.94968, 2.55063, 2.95633], [-3.57118, 1.71719, 1.87101], [-4.11993, -1.81948, 0.64663], [-5.35282, -2.40233, 0.89284], [-5.50713, -3.78022, 0.83914], [-4.40487, -4.55912, 0.50438], [-3.17404, -3.98123, 0.23108], [-2.98854, -2.58521, 0.29960], [-1.80669, -1.94153, 0.04333], [-0.57945, -2.73165, 0.13454], [0.80322, -1.95908, 1.12512], [2.03374, -3.38847, 1.15053], [3.11039, -3.38375, 0.06013], [1.38212, -4.77899, 1.13181], [0.24039, -1.92414, 2.90465], [-1.18220, -1.38110, 3.04321], [0.34594, -3.19729, 3.74768], [-0.14848, 3.28982, 2.71432], [-0.39540, 1.92996, 3.38887], [-0.90876, 4.39888, 3.44737], [-0.74796, 4.68963, -1.62053], [1.01008, 4.57641, -1.45153], [0.21285, 6.15898, -1.39563], [-0.85674, 5.57790, 0.75684], [1.14779, 5.65499, 2.16916], [1.50129, 6.52034, 0.67341], [2.11855, 4.88145, 0.90882], [-2.32485, 3.57975, -0.46578], [-2.64136, 4.15632, 1.18802], [-2.58719, 1.24776, -3.46986], [-3.20576, -0.35160, -3.88927], [-0.16605, -2.66898, -3.33908], [-1.66013, -1.84513, -5.87433], [-0.80993, -3.36875, -5.59574], [0.10809, -1.85856, -5.68427], [-3.14143, -2.54606, -3.98217], [-2.54627, -2.55593, -2.31821], [-2.19563, -3.91638, -3.39792], [0.97400, 0.26166, -4.44093], [-1.72699, 1.27719, -5.50758], [-0.66939, 0.10552, -6.30081], [-0.16151, 1.78366, -6.13717], [-0.78834, 2.55876, -3.44980], [0.85297, 2.68753, -4.08391], [0.56119, 1.87855, -2.52898], [-4.90945, 1.16168, -3.54039], [-7.13774, 1.94770, -2.88959], [-7.92035, 1.73039, -0.54417], [-6.42813, 0.68579, 1.13893], [-4.67473, -1.27114, 3.15639], [-5.00755, 0.18713, 5.13707], [-4.74720, 2.64343, 4.92961], [-3.85230, 3.62402, 2.86750], [-6.20414, -1.76727, 1.11710], [-6.47297, -4.23116, 1.03330], [-4.51201, -5.63585, 0.42677], [-2.35573, -4.61813, -0.08039], [-0.14262, -2.93383, -0.85124], [-0.79501, -3.68389, 0.61099], [2.54617, -3.23428, 2.10004], [2.68079, -3.66449, -0.90473], [3.88016, -4.11819, 0.32394], [3.58315, -2.41463, -0.04611], [1.03704, -5.02070, 0.12201], [0.54504, -4.89344, 1.81760], [2.13842, -5.52068, 1.40499], [0.92804, -1.18574, 3.32516], [-1.91842, -2.14591, 2.77623], [-1.36087, -0.51087, 2.41467], [-1.36706, -1.08753, 4.08337], [-0.39495, -3.94221, 3.44300], [0.12280, -2.93136, 4.78666], [1.33642, -3.65193, 3.73583], [0.91991, 3.48390, 2.79461], [-1.46048, 1.72127, 3.48206], [0.03647, 1.92185, 4.39486], [0.07353, 1.12260, 2.83623], [-1.93458, 4.10028, 3.65309], [-0.93142, 5.34534, 2.89792], [-0.43032, 4.58842, 4.41361], [3.32183, 2.89675, -2.61448], [2.92516, 2.46495, -1.23214], [1.95706, 1.62178, -1.13874], [3.64104, 2.90219, -0.13375], [3.41170, 2.42692, 1.18225], [4.39360, 2.68366, 2.28030], [2.32442, 1.73733, 1.46992], [2.40713, 0.55910, 2.26920], [3.43896, -0.21651, 1.73645], [3.44175, -0.20324, 0.38947], [4.33967, -0.98062, 2.50567], [4.18580, -1.09030, 3.91458], [5.07424, -1.84068, 4.66107], [6.15396, -2.49391, 4.05655], [6.32763, -2.38224, 2.67345], [5.44251, -1.64758, 1.90389], [2.97263, 2.16276, -3.34451], [2.88743, 3.86900, -2.86902], [4.40684, 2.98751, -2.68618], [4.46843, 3.57964, -0.30792], [4.75648, 3.71252, 2.22983], [3.92994, 2.49592, 3.24607], [5.25509, 2.01260, 2.18869], [3.35578, -0.57272, 4.38547], [4.93116, -1.92880, 5.73399], [6.85567, -3.06587, 4.65344], [7.16861, -2.87547, 2.19468], [5.58786, -1.55164, 0.83362], [3.35093, -2.66492, -4.58960], [4.04320, -1.78667, -3.66125], [5.40209, -1.48317, -3.70854], [5.65921, -0.67546, -2.66789], [4.46034, -0.48532, -2.00708], [3.46282, -1.16325, -2.60274], [1.82627, -1.20856, -2.16833], [3.54633, -2.35329, -5.61442], [2.28700, -2.60080, -4.38540], [3.68138, -3.69459, -4.45888], [6.04948, -1.87382, -4.47669], [6.58661, -0.23365, -2.33780], [4.32064, -0.04966, -1.09198]], "lowdin_charge": [0.649, -0.118, -0.560, -0.105, 1.072, -0.332, -0.021, 1.043, -0.210, -0.400, 0.949, -0.558, -0.121, -0.114, -0.548, -0.108, -0.138, -0.252, -0.020, -0.094, -0.096, -0.031, -0.177, -0.030, -0.176, -0.018, -0.050, -0.076, -0.025, -0.265, -0.165, -0.031, -0.094, -0.088, -0.028, -0.274, -0.233, -0.372, 1.045, -0.494, -0.134, -0.119, -0.513, -0.133, -0.108, -0.540, -0.112, -0.106, 0.059, 0.058, 0.080, 0.092, 0.064, 0.082, 0.059, 0.079, 0.077, 0.078, 0.089, 0.041, 0.076, 0.081, 0.060, 0.077, 0.045, 0.083, 0.073, 0.071, 0.047, 0.078, 0.073, 0.077, 0.031, 0.094, 0.100, 0.097, 0.119, 0.117, 0.106, 0.108, 0.102, 0.115, 0.098, 0.102, 0.102, 0.062, 0.054, 0.089, 0.055, 0.087, 0.024, 0.078, 0.050, 0.087, 0.077, 0.079, 0.015, 0.092, 0.073, 0.083, 0.067, 0.076, 0.055, 0.092, 0.019, 0.047, 0.060, 0.086, -0.013, -0.439, -0.273, -0.019, -0.344, -0.005, -0.151, -0.030, -0.475, -0.269, -0.189, -0.047, -0.110, -0.120, -0.106, -0.050, 0.076, 0.084, 0.085, 0.115, 0.084, 0.085, 0.095, 0.100, 0.095, 0.088, 0.095, 0.097, -0.020, -0.114, -0.053, -0.060, 0.092, -0.667, 0.718, 0.094, 0.045, 0.096, 0.121, 0.120, 0.106], "e_above_lowest_ev": 0.6670, "homo_lumo_gap_ev": [5.23, 5.20], "largest_force_ha_per_bohr": 0.0506, "total_energy_ev": -192650.1885, "spin_multiplicity": 4, "charge": 0, "e_lumo_ev": [0.475, -1.526]}

{"formula": "C12H16N2O", "method": "ωB97M-V/def2-TZVPD", "symbols": ["C", "C", "C", "O", "N", "H", "H", "H", "H", "H", "H", "H", "C", "C", "C", "C", "C", "C", "C", "C", "C", "N", "H", "H", "H", "H", "H", "H", "H", "H", "H"], "coordinates": [[-0.64039, -1.88100, -1.02693], [-1.40482, -2.92735, -1.83450], [-0.50231, -2.42528, 0.37100], [-1.44370, -2.42532, 1.14172], [0.64019, -3.10142, 0.72893], [0.14169, -1.45345, -1.60142], [-1.30748, -1.04923, -0.78327], [-1.50818, -3.95113, -1.47113], [0.68851, -3.72943, 1.50534], [1.44539, -2.81620, 0.20149], [-0.95530, -3.09336, -2.81608], [-2.42398, -2.66011, -2.11701], [1.55830, 1.54522, 2.74294], [0.62088, 1.48213, -0.87717], [0.29729, 1.76938, 0.45695], [1.47184, 1.52163, 1.25136], [2.43864, 1.11165, 0.38995], [-0.37409, 1.41846, -1.86852], [-1.66225, 1.37460, -1.43802], [-1.04936, 1.75341, 0.85449], [-2.02056, 1.76447, -0.12105], [1.98462, 1.23210, -0.91897], [2.23019, 0.61274, -1.67454], [-0.01139, 1.23845, -2.87558], [3.41996, 0.73599, 0.62554], [-2.52044, 1.21449, -2.06696], [-1.41429, 2.00413, 1.84380], [1.88922, 2.54241, 3.03912], [2.17206, 0.78230, 3.21207], [-3.05246, 1.99985, 0.09410], [0.55444, 1.44205, 3.15605]], "nbo_charge": [-0.533, -0.610, 0.687, -0.615, -0.839, 0.216, 0.257, 0.222, 0.408, 0.382, 0.205, 0.219, -0.632, 0.153, -0.108, -0.059, -0.049, -0.254, -0.216, -0.186, -0.226, -0.540, 0.396, 0.211, 0.210, 0.214, 0.214, 0.218, 0.222, 0.214, 0.219], "smiles": "Cc1c[nH]c2ccccc12.CCC(N)=O", "e_above_lowest_ev": 1.2855, "homo_lumo_gap_ev": 8.64, "largest_force_ha_per_bohr": 0.0474, "total_energy_ev": -17730.8397, "spin_multiplicity": 1, "charge": 0, "e_lumo_ev": 0.619}

{"formula": "C10H17Cl3O6Pb", "method": "ωB97M-V/def2-TZVPD", "symbols": ["C", "C", "C", "C", "C", "C", "C", "C", "C", "C", "Pb", "Cl", "Cl", "O", "H", "H", "H", "H", "H", "H", "H", "H", "H", "H", "H", "H", "H", "H", "H", "H", "O", "H", "O", "Cl", "O", "O", "O"], "coordinates": [[1.06691, -0.43019, -2.41017], [1.43630, -1.62799, -1.74685], [2.40022, -1.31002, -0.74866], [0.90933, -2.98968, -1.98097], [2.63636, 0.09025, -0.79553], [1.77481, 0.66440, -1.79171], [1.56760, 2.03664, -2.06017], [0.09359, -0.29653, -3.50752], [3.02011, -2.26539, 0.19453], [3.53750, 0.82819, 0.10606], [-0.90505, -1.28818, 1.58097], [-0.16790, -3.57318, 2.15645], [-1.87936, -1.02417, -0.69209], [0.55488, 0.23467, 1.50485], [0.14662, -2.95552, -2.75530], [0.44967, -3.38125, -1.06390], [1.71326, -3.66963, -2.31350], [2.22608, -2.83731, 0.72508], [3.60169, -1.73686, 0.93335], [3.66789, -2.98255, -0.33599], [3.06637, 0.87681, 1.11877], [3.68874, 1.84299, -0.23476], [4.50795, 0.32698, 0.17894], [2.36539, 2.66579, -1.69088], [0.22935, 2.48130, -1.44976], [1.42412, 2.24114, -3.10828], [-0.75533, -0.95303, -3.32371], [0.54144, -0.53636, -4.47111], [-0.28073, 0.73946, -3.54046], [0.20682, 1.05081, 1.09787], [-0.64542, 2.87944, -1.18447], [-1.24042, 2.18978, -0.79899], [-4.14344, 1.76610, 1.68083], [-3.69770, 1.11751, 2.88254], [-2.86881, 1.98390, 3.67612], [-4.81005, 0.61266, 3.63864], [-2.84301, -0.07318, 2.47402]], "nbo_charge": [-0.071, 0.047, 0.018, -0.657, 0.010, 0.105, -0.534, -0.651, -0.666, -0.671, 1.311, -0.789, -0.740, -1.239, 0.220, 0.257, 0.197, 0.267, 0.218, 0.197, 0.259, 0.197, 0.194, 0.202, 0.447, 0.215, 0.246, 0.186, 0.221, 0.453, -0.975, 0.494, -0.853, 2.532, -0.858, -0.867, -0.920], "e_above_lowest_ev": 1.9074, "homo_lumo_gap_ev": 4.77, "largest_force_ha_per_bohr": 0.1106, "total_energy_ev": -65739.9551, "spin_multiplicity": 1, "charge": -2, "e_lumo_ev": 4.014}